1.
A 2-piece molecular cluster, C5H13NOS overall in a non-equilibrium geometry, computed with ωB97M-V/def2-TZVPD.

Summary:
Relative energy (zero: lowest compared OMol25 entry of this formula, charge and spin) (kcal per mole): 161.4
Frontier orbital gap (alpha / beta) (eV): 7.626 / 7.627
HOMO (alpha / beta) (eV): -7.58 / -7.58
Charge: 0

Structure (XYZ):
```
21
Properties=species:S:1:pos:R:3:forces:R:3
C 1.1148 1.8395 -1.5567 1.994 1.017 0.101
C 0.1983 2.1040 -2.6818 2.282 -5.387 -0.950
C -0.9713 -2.3477 0.3488 0.246 0.139 -0.533
C 0.9402 -1.5705 1.6968 0.233 -2.346 -0.197
C -0.3241 1.3573 1.4628 -0.070 0.418 -0.983
N -0.2310 -1.1917 0.9538 -1.402 -2.133 -0.976
O -1.5309 0.3156 -0.6027 0.120 0.139 -0.113
S -0.1871 0.2490 0.0020 0.224 -0.436 0.980
H 2.1650 1.3886 -1.9337 -2.311 0.323 0.675
H -0.6723 1.5140 -2.2802 0.169 0.162 -0.788
H 0.6384 1.6563 -3.6620 -1.408 0.938 1.187
H -0.1610 3.0430 -2.8012 -0.910 3.098 -0.018
H -1.2536 -3.0183 1.1859 0.178 0.315 -0.530
H -1.8769 -1.9424 -0.1162 0.131 -0.216 0.243
H -0.4504 -2.9767 -0.4826 -0.262 1.157 1.481
H 1.5519 -0.7060 1.5891 1.116 0.524 1.200
H 0.6572 -1.9986 2.7265 0.559 1.342 -1.160
H 1.5544 -2.4470 1.2431 -1.002 1.329 0.203
H 0.5447 1.2831 2.1928 -1.436 -0.058 -0.837
H -0.3262 2.3478 0.9442 0.120 -0.594 0.730
H -1.3801 1.1008 1.7712 1.430 0.268 0.286
```
Positions in Å, forces in eV/Å.

2.
C23H22ClN2OPPdS4 as an isolated structure, computed with ωB97M-V/def2-TZVPD.

Summary:
Relative energy (zero: lowest compared OMol25 entry of this formula, charge and spin) (kcal per mole): 6.0
Frontier orbital gap (alpha / beta) (eV): 8.122 / 6.042
HOMO (alpha / beta) (eV): -13.39 / -14.58
Multiplicity: 5
Charge: +2
<S²>: 6.032

Structure (XYZ):
```
55
Properties=species:S:1:pos:R:3:forces:R:3
Pd 1.3616 -0.6561 0.5528 0.102 -0.134 -0.084
O -1.6371 -6.9297 -0.2943 0.047 -0.008 0.033
C -1.1199 -5.8844 -0.1090 -0.127 -0.017 -0.067
S 0.2936 -5.3001 -1.0558 0.047 -0.005 -0.009
C 0.4325 -3.7823 -0.2535 -0.060 -0.034 0.071
C -0.5006 -3.4910 0.7568 0.079 0.064 -0.052
S -0.5355 -2.0455 1.6278 -0.055 0.069 0.029
S -1.6886 -4.6926 1.1056 0.004 -0.037 0.032
S 1.6856 -2.7378 -0.7004 0.002 -0.014 0.068
N 2.3835 -1.0428 2.4853 -0.001 -0.045 -0.033
C 3.8310 -0.7513 2.3959 0.125 -0.045 -0.138
C 4.3723 -1.2417 1.0616 -0.026 0.056 0.202
N 3.6477 -0.5779 -0.0419 0.008 0.030 -0.086
H 1.9519 -0.5068 3.2334 -0.012 -0.030 -0.023
H 2.2149 -2.0244 2.6949 0.026 0.035 -0.007
H 4.3819 -1.2189 3.2148 -0.054 0.024 -0.014
H 3.9607 0.3292 2.4858 0.008 -0.036 0.002
H 4.2081 -2.3168 0.9638 0.016 0.027 0.016
H 5.4486 -1.0618 1.0176 -0.044 -0.007 -0.043
H 3.8318 -1.0639 -0.9156 -0.029 0.032 0.005
H 3.9807 0.3732 -0.1777 0.009 -0.026 0.039
Cl 2.1790 2.0432 0.9466 0.000 -0.019 0.111
C 0.8170 3.0929 0.6493 -0.149 0.200 -0.076
C 0.9916 4.4494 0.8456 0.154 -0.045 0.036
C -0.0715 5.3075 0.6090 -0.126 -0.069 -0.054
C -1.2945 4.8055 0.1811 0.085 0.008 0.026
C -1.4575 3.4437 -0.0047 -0.031 0.010 -0.016
C -0.3942 2.5635 0.2162 0.072 -0.108 0.009
P -0.6569 0.7959 -0.0143 -0.053 0.095 0.095
C -2.3577 0.4704 0.3930 0.058 -0.017 -0.026
C -3.3233 0.1730 -0.5694 -0.014 0.001 0.019
C -4.6387 -0.0088 -0.1744 -0.049 -0.005 0.005
C -4.9892 0.1030 1.1649 0.025 -0.011 -0.046
C -4.0278 0.4092 2.1195 0.085 0.023 0.076
C -2.7101 0.5931 1.7405 -0.116 -0.023 -0.041
C -0.2035 0.2723 -1.6537 -0.037 -0.023 -0.078
C 0.6904 1.0450 -2.4140 -0.004 -0.097 -0.052
C 1.0729 0.6056 -3.6693 0.019 0.097 0.056
C 0.5688 -0.5869 -4.1734 -0.033 -0.054 0.007
C -0.3151 -1.3581 -3.4226 -0.012 -0.037 -0.033
C -0.6915 -0.9479 -2.1616 0.035 0.148 0.062
H 1.9475 4.8247 1.1827 0.003 0.032 0.007
H 0.0566 6.3698 0.7633 0.013 0.009 0.007
H -2.1238 5.4730 -0.0034 -0.014 0.020 0.001
H -2.4164 3.0582 -0.3243 -0.013 -0.024 0.000
H -3.0667 0.1095 -1.6179 0.024 0.002 -0.013
H -5.3937 -0.2274 -0.9166 -0.013 -0.006 -0.006
H -6.0168 -0.0434 1.4674 -0.022 0.004 -0.008
H -4.3041 0.5042 3.1602 -0.019 -0.002 0.014
H -1.9618 0.8363 2.4859 0.014 0.000 0.016
H 1.0507 1.9925 -2.0335 0.019 0.017 -0.002
H 1.7463 1.2042 -4.2666 0.014 0.010 -0.008
H 0.8613 -0.9178 -5.1606 0.003 -0.001 -0.016
H -0.7056 -2.2818 -3.8277 0.000 -0.009 -0.006
H -1.3659 -1.5503 -1.5647 0.018 -0.023 -0.008
```
Positions in Å, forces in eV/Å.

3.
H4InO10P2 as an isolated structure in a non-equilibrium geometry, computed with ωB97M-V/def2-TZVPD.

Summary:
Relative energy (zero: lowest compared OMol25 entry of this formula, charge and spin) (kcal per mole): 113.8
Frontier orbital gap (eV): 1.821
HOMO (eV): 3.17
Charge: -3

Structure (XYZ):
```
17
Properties=species:S:1:pos:R:3:forces:R:3
In 1.2699 1.8344 -0.5115 -0.277 -0.333 -0.164
P 1.0524 -3.6819 -2.2069 -1.342 0.096 -0.270
O 2.0809 -4.7469 -2.6234 0.008 -0.209 -0.045
O 1.3222 -2.5299 -3.2037 0.586 0.354 -0.092
O 1.2639 -3.1688 -0.7774 -0.334 -0.366 -0.446
O -0.3883 -4.2041 -2.5586 1.504 0.013 0.963
P -4.0063 0.6152 -2.6483 -0.717 1.107 2.293
O -4.3861 -0.7120 -3.2526 -1.436 0.033 -0.818
O -3.3641 0.2080 -1.2745 0.588 0.495 0.222
O -5.0907 1.6914 -2.1740 1.270 -1.866 -1.616
O -2.8254 1.1907 -3.4292 0.130 0.643 -0.025
O 3.1595 4.3953 3.3815 -0.164 -0.061 -0.145
H 3.9894 4.7739 3.0913 0.256 0.077 -0.153
H 3.1189 4.5946 4.3168 -0.081 0.002 0.299
O 0.8552 0.0791 4.2788 -0.014 0.164 -0.044
H 0.9757 -0.8516 4.4674 -0.004 -0.333 -0.144
H 0.9727 0.5124 5.1242 0.027 0.184 0.184
```
Positions in Å, forces in eV/Å.

4.
C6H8AgNaO6 as an isolated structure in a non-equilibrium geometry, computed with ωB97M-V/def2-TZVPD.

Summary:
Relative energy (zero: lowest compared OMol25 entry of this formula, charge and spin) (kcal per mole): 0.0
Frontier orbital gap (eV): 7.537
HOMO (eV): -7.94
Charge: 0

Structure (XYZ):
```
22
Properties=species:S:1:pos:R:3:forces:R:3
O -1.5957 -0.0297 0.9301 0.116 0.822 0.419
C -1.2016 -0.6878 -0.2896 1.993 -0.228 -0.706
C -2.7377 0.7951 0.7145 -0.067 -0.046 0.212
O -0.8693 -1.9013 -0.1231 -0.693 -0.187 -0.445
O -2.2424 -0.4471 -1.1885 -0.131 0.188 -0.066
C -2.9805 0.7000 -0.7910 0.096 -0.158 -0.200
H -2.5690 1.8356 1.0237 0.193 -0.208 -0.027
H -3.5585 0.3951 1.3237 0.053 0.021 -0.256
H -2.6059 1.5881 -1.3190 -0.129 -0.132 0.118
H -4.0357 0.5290 -1.0336 0.265 0.102 -0.021
Na 0.4529 0.7501 1.9630 -0.097 -0.245 -0.351
O 0.3663 1.4072 -0.3618 0.134 -0.122 -0.220
O 1.3687 -0.4420 -1.1647 -0.685 0.238 -0.288
C 2.6550 0.0548 -0.7413 0.103 0.250 0.135
C 3.0153 -0.6828 0.5604 0.772 0.060 -0.425
O 1.9346 -0.7747 1.4161 0.777 1.200 0.947
C 0.2886 0.2515 -0.7508 -1.269 -0.285 1.307
H 3.3660 -0.1532 -1.5499 -0.188 0.043 0.187
H 2.6007 1.1355 -0.5609 -0.085 -0.276 -0.193
H 3.8810 -0.1461 1.0011 -0.167 -0.079 -0.051
H 3.4075 -1.6854 0.2703 0.001 0.286 0.130
Ag 1.0597 -2.4920 0.6713 -0.991 -1.244 -0.206
```
Positions in Å, forces in eV/Å.

5.
One molecule with the formula C3H3FO5S in a non-equilibrium geometry, computed with ωB97M-V/def2-TZVPD.

Summary:
Relative energy (zero: lowest compared OMol25 entry of this formula, charge and spin) (kcal per mole): 19.9
Frontier orbital gap (eV): 12.183
HOMO (eV): -11.95
Charge: 0
SMILES: O=C1OC[C@@H](S(=O)(=O)F)O1

Structure (XYZ):
```
13
Properties=species:S:1:pos:R:3:forces:R:3
O -0.8412 2.2687 -1.9957 -0.965 2.624 -2.224
C -0.4670 1.3000 -1.5173 0.979 -2.140 2.189
O -0.2049 0.0817 -2.0646 0.134 0.776 0.832
C 0.4389 -0.6839 -0.9900 -0.066 -0.602 -1.397
C -0.3983 -0.1227 0.1658 1.439 -1.482 -0.443
S 0.2184 -0.2786 1.8752 1.190 2.274 1.644
O -0.5878 0.5732 2.6692 -1.750 -1.026 0.043
O 1.5802 0.1082 1.9652 0.829 -1.344 -1.181
F 0.1133 -1.7950 2.3545 -0.418 0.931 -1.031
O -0.2535 1.2523 -0.1130 -1.058 -0.760 -0.564
H 1.5024 -0.4125 -1.0628 -0.323 -0.130 0.828
H 0.3000 -1.7308 -1.2970 -0.036 0.297 0.605
H -1.4005 -0.5606 0.0105 0.047 0.581 0.697
```
Positions in Å, forces in eV/Å.